(1)
Formula: C9H31MnO9
Source: the Open Molecules 2025 dataset
Level of theory: ωB97M-V with the def2-TZVPD basis set

XYZ file:
```
50
Properties=species:S:1:pos:R:3:forces:R:3:lowdin_spin:R:1
Mn -22.00250 23.49010 11.27335 -0.09 -3.14 0.12 4.825
C -21.90270 20.10803 8.95116 -0.86 0.20 -0.23 0.002
C -21.94586 21.24829 9.91332 0.49 0.11 0.78 0.013
O -20.91749 21.97464 10.17385 -0.04 1.21 -0.07 0.056
O -23.00065 21.55223 10.53819 -0.34 0.97 -0.21 0.050
H -22.93441 19.79110 8.79707 0.00 -0.02 -0.02 0.001
H -21.37199 19.22481 9.29521 0.45 0.27 0.16 0.000
H -21.50992 20.46622 7.99925 0.34 -0.11 0.11 0.000
C -22.83074 17.77052 6.37442 -0.58 0.20 0.42 0.000
O -21.83467 17.25638 7.22878 0.77 -0.06 -0.14 0.000
H -22.50728 17.62570 5.34844 0.07 -0.07 0.00 0.000
H -23.79755 17.28227 6.52387 0.06 -0.13 -0.12 0.000
H -22.99840 18.84167 6.54027 0.10 0.06 -0.08 0.000
H -22.11516 17.14870 8.13845 -0.48 0.01 -0.07 0.000
C -20.93528 23.16701 6.29519 -0.12 0.27 0.41 0.000
O -20.05083 22.77309 7.34818 0.09 -0.33 -0.32 0.000
H -20.83949 22.44854 5.48660 0.06 -0.06 0.05 0.000
H -21.96674 23.16359 6.66390 -0.04 0.00 -0.21 0.000
H -20.69284 24.16272 5.91910 0.00 -0.05 -0.05 0.000
H -20.10074 23.38994 8.07919 0.02 0.11 -0.05 0.000
C -20.98444 21.51218 13.56704 0.14 -0.66 -0.27 0.004
O -22.09548 22.38137 13.18186 0.48 0.57 -0.25 0.042
H -20.62076 21.77642 14.55585 -0.04 0.06 -0.03 0.001
H -21.33887 20.48043 13.53132 -0.04 0.08 0.22 0.001
H -20.18265 21.56169 12.83065 -0.06 0.37 0.01 0.001
H -22.81362 22.18594 13.79756 -0.19 0.29 -0.26 0.002
C -18.61912 19.91809 6.60856 -0.33 0.81 -0.61 0.000
O -17.76572 21.05399 6.52035 0.26 -0.26 0.28 0.000
H -18.07856 19.06923 6.20413 0.03 -0.11 0.13 0.000
H -18.98605 19.71115 7.61718 0.23 -0.03 0.13 0.000
H -19.49144 20.11190 5.97176 -0.09 -0.38 0.04 0.000
H -18.29005 21.84558 6.67687 -0.15 -0.05 0.11 0.000
C -17.36283 20.72737 10.16555 0.44 0.23 -0.54 0.000
O -18.42936 20.94083 11.07110 -0.24 0.00 0.65 0.001
H -16.41938 20.96685 10.65782 -0.09 -0.06 0.12 0.000
H -17.30726 19.69566 9.81004 -0.17 -0.03 0.15 0.000
H -17.42584 21.36889 9.28149 -0.11 -0.03 0.04 0.000
H -19.18516 21.35132 10.64432 0.16 -0.16 -0.44 0.000
C -23.48688 18.15172 12.48588 0.25 -0.39 -0.59 0.000
O -23.94019 18.89601 11.36294 -0.07 0.08 0.02 0.001
H -22.39687 18.03890 12.43833 -0.02 0.11 0.37 0.000
H -23.82734 18.54222 13.44787 0.10 0.17 -0.04 0.000
H -23.89008 17.14487 12.37336 -0.09 0.10 0.07 0.000
H -23.48702 19.74532 11.30525 -0.23 -0.11 0.20 0.000
C -25.52985 21.17601 7.72529 -0.40 -0.25 0.19 0.000
O -25.50451 21.64348 9.07284 0.61 0.40 -0.30 0.000
H -25.60062 20.08210 7.73448 0.00 0.09 -0.25 0.000
H -26.42264 21.59184 7.25768 0.00 -0.14 0.05 0.000
H -24.68228 21.47991 7.09968 0.13 0.08 0.29 0.000
H -24.60126 21.56030 9.41250 -0.43 -0.18 0.04 0.000
```
Forces are in eV/Å.

Computed properties:
2S+1: 6
HOMO level (alpha / beta) (eV): -12.04 / -12.04
LUMO (alpha / beta) (eV): -6.588 / -6.569
M (g mol⁻¹): 338.3
Total charge: +1
Kohn-Sham gap (alpha / beta) (eV): 5.45 / 5.47
Electronic energy (a.u.): -2189.2995

=====

(2)
Formula: C9H31O6
Source: the Open Molecules 2025 dataset
Level of theory: ωB97M-V with the def2-TZVPD basis set

XYZ file:
```
46
Properties=species:S:1:pos:R:3:forces:R:3:lowdin_charge:R:1
O 0.25291 -0.59996 0.79333 -2.12 -0.34 -0.73 0.221
H 0.22191 0.26904 0.34633 -0.04 0.87 -0.23 0.084
H 0.01491 -1.30996 0.10833 1.31 -0.10 0.87 0.138
H 1.00691 -0.66896 1.38133 1.28 -0.50 -0.09 0.091
C 1.06591 3.26404 1.94233 -2.71 2.52 3.14 -0.122
O 0.90891 1.84504 2.07833 5.98 5.07 -15.27 -0.034
H 0.37891 3.63304 1.12533 1.33 -0.42 0.50 0.050
H 2.10091 3.71604 1.97733 -1.04 -1.13 -0.47 0.083
H 0.46791 3.92004 2.97833 1.83 -2.22 -2.92 0.173
H 0.65391 1.63904 2.79733 -5.25 -3.88 15.08 -0.093
C 2.65791 -2.12496 2.63433 -1.17 -2.16 1.89 -0.189
O 2.87191 -1.21196 1.64833 1.11 2.14 -2.11 -0.153
H 1.59391 -2.60996 2.44333 1.88 1.09 1.13 0.125
H 2.90391 -1.72696 3.70333 -0.99 -0.71 -1.77 0.124
H 3.34991 -2.91196 2.40133 0.18 -1.01 0.71 0.072
H 3.78491 -1.34596 1.29933 -1.24 0.56 0.32 0.129
C 2.47191 0.19404 -1.51267 1.80 7.84 -3.05 -0.146
O 1.25291 0.77304 -1.29667 -2.94 4.66 1.26 -0.144
H 2.50591 0.29704 -2.53067 1.24 -1.63 -2.90 0.074
H 2.51291 -0.58696 -1.01967 0.01 -8.36 3.62 -0.014
H 3.38991 0.70104 -1.17167 -0.44 0.81 0.36 0.113
H 1.21491 1.78604 -1.55567 0.42 -3.31 0.68 0.174
C -3.51309 0.70104 0.06433 9.75 -1.90 1.11 0.013
C -2.57409 1.94704 0.12933 -0.90 1.48 1.50 -0.446
C -2.56209 2.49504 1.56533 1.33 2.10 2.10 -0.092
O -1.24009 1.54204 -0.13367 1.68 2.66 -1.83 -0.122
H -4.34109 1.04104 0.24933 -9.47 3.27 1.22 -0.026
H -3.25309 0.23104 1.09433 -0.19 -0.15 -1.97 0.127
H -3.42209 0.03504 -0.77367 0.01 -0.04 -0.24 0.068
H -2.82209 2.97504 -0.34067 -0.04 -2.22 -0.81 0.165
H -1.80109 3.39404 1.64033 -0.91 -1.91 -0.34 0.092
H -2.27909 1.76604 2.35633 0.05 0.18 -0.68 0.082
H -3.40809 3.05704 2.01933 -0.34 -0.80 -1.00 0.088
H -0.76309 2.41904 -0.41867 -1.14 -2.71 0.90 0.138
C -1.71209 -1.99196 -1.82767 0.11 -0.35 -1.48 -0.077
C -0.40109 -2.72996 -2.11667 -1.78 -2.19 -0.43 -0.407
C 0.32291 -2.20396 -3.39067 6.58 3.10 10.38 -0.007
O 0.47691 -2.66296 -0.94067 -0.66 -0.59 -1.27 -0.098
H -2.39409 -2.04196 -2.72667 0.64 -0.42 0.98 0.118
H -1.52909 -0.94296 -1.76967 0.24 1.04 0.57 0.048
H -2.20409 -2.39096 -0.94767 -0.15 0.06 0.08 0.086
H -0.83009 -3.92396 -2.19967 1.79 3.04 -0.14 0.202
H 0.52891 -1.06396 -3.33667 -0.40 -1.93 0.11 0.124
H -0.15909 -2.40396 -4.11267 -6.85 -2.40 -9.85 -0.047
H 1.27091 -2.73996 -3.53367 0.02 0.30 0.28 0.099
H 1.02491 -3.44696 -1.12067 0.20 0.59 0.83 0.115
```
Forces are in eV/Å.

Computed properties:
HOMO level (eV): -13.12
LUMO (eV): -2.366
M (g mol⁻¹): 235.3
Total charge: +1
Kohn-Sham gap (eV): 10.76
Electronic energy (a.u.): -812.3715

=====

(3)
Formula: C9H32AsF6O11
Source: the Open Molecules 2025 dataset
Level of theory: ωB97M-V with the def2-TZVPD basis set

XYZ file:
```
59
Properties=species:S:1:pos:R:3:forces:R:3:lowdin_spin:R:1
As 0.59156 -0.45469 0.32641 0.51 0.52 -2.59 -0.001
F 1.10399 -2.01193 1.10806 -0.75 1.46 -0.09 0.027
F -1.12232 -0.81071 0.56065 0.54 -0.40 0.50 0.002
F 0.02496 1.04327 -0.50372 0.76 -1.49 1.01 0.000
F 2.22979 -0.06778 -0.12155 -0.50 0.02 0.91 0.000
F 0.57911 -1.36759 -1.22025 -0.57 0.75 1.52 0.000
F 0.68312 0.41009 1.87865 0.09 -0.95 -1.46 -0.002
O -0.52605 0.21919 4.24378 -0.13 -0.64 0.37 0.155
H -1.07687 1.00203 4.24095 -0.36 0.31 -0.05 0.002
H 0.26153 0.47818 3.76539 0.40 0.06 -0.31 0.000
O -0.91862 -2.14154 2.80799 -0.73 1.31 2.62 0.786
H -1.36931 -1.77768 2.04594 -0.76 1.21 -1.54 0.011
H -0.51249 -2.94595 2.48515 1.42 -2.46 -0.85 0.011
O -0.16333 -4.42592 1.86135 -0.05 0.28 0.35 0.007
H -0.45805 -5.32266 1.70251 -0.27 -0.23 0.22 0.000
H 0.43834 -4.23982 1.14053 0.43 0.19 -0.37 0.000
C -2.57946 3.38401 -3.80148 0.56 -1.69 1.45 0.000
C -3.23217 2.66561 -2.52923 -0.18 0.75 -2.68 0.000
C -2.36659 2.34760 -1.32404 -0.02 0.47 -0.82 0.000
O -2.99401 3.13041 -0.29459 1.88 -1.31 0.96 0.000
C -3.90768 3.91212 -0.79318 -3.05 2.20 1.50 0.000
O -4.53595 4.73875 -0.14251 1.34 -1.41 -1.32 0.000
O -4.16628 3.60021 -2.05726 -0.84 0.82 0.10 0.000
H -3.23620 3.85638 -4.53200 -0.43 -0.12 0.59 0.000
H -2.02126 2.61902 -4.34121 0.27 0.06 -0.09 0.000
H -1.87122 4.10050 -3.38540 0.01 0.18 -0.23 0.000
H -3.78449 1.75736 -2.77033 -0.06 0.11 -0.55 0.000
H -1.34469 2.69680 -1.47195 -0.16 -0.25 0.26 0.000
H -2.46285 1.27224 -1.17426 0.42 0.25 0.77 0.000
C 4.62616 -2.78768 0.05155 -0.88 0.99 -0.22 0.000
O 4.47924 -1.83094 -1.06155 0.60 -1.29 1.45 0.000
H 5.65680 -2.90126 0.38766 0.12 -0.15 -0.91 0.000
H 4.15579 -2.46596 0.98071 -0.33 0.68 -0.04 0.000
H 4.09752 -3.71643 -0.16310 0.55 -0.34 -0.39 0.000
H 3.57010 -1.52295 -1.04749 -0.09 0.05 0.02 0.000
C 0.77071 -4.51764 -1.15978 0.52 0.34 -1.27 0.000
O 1.10362 -5.77833 -1.67701 -0.26 -1.22 0.15 0.000
H 0.75390 -3.83864 -2.01229 -0.12 0.52 0.30 0.000
H -0.21828 -4.49840 -0.70193 0.13 0.12 0.33 0.000
H 1.62817 -4.25037 -0.54219 -0.37 0.40 0.44 0.000
H 0.28650 -6.24689 -1.86238 0.12 -0.15 -0.20 0.000
C 4.26122 1.02605 2.53417 -0.83 0.07 0.71 0.000
O 4.56471 0.29263 1.37186 0.05 0.13 0.28 0.000
H 3.18411 1.01989 2.70126 -0.28 0.12 -0.03 0.000
H 4.65183 0.56964 3.44369 0.52 -0.03 -0.05 0.000
H 4.53008 2.08181 2.49981 0.42 -0.06 -0.26 0.000
H 3.70789 -0.03509 1.08889 0.34 -0.12 -0.54 0.000
C -3.79742 0.01555 1.97089 -0.28 0.59 0.11 0.001
O -4.87226 -0.52953 2.67162 -1.18 -0.39 0.46 0.000
H -3.26837 0.68590 2.64826 0.73 -0.17 -0.17 0.000
H -3.22218 -0.82620 1.58536 0.26 0.48 -0.22 0.001
H -4.22872 0.65748 1.20278 0.71 -0.14 -0.62 0.000
H -5.61370 0.02703 2.42239 -0.35 -0.32 0.43 0.000
C 1.48990 3.73736 -2.83982 0.38 -0.70 1.24 0.000
O 0.73933 3.83773 -1.61089 -0.83 0.88 -0.83 0.000
H 2.45962 3.39528 -2.47823 0.48 0.30 -0.81 0.000
H 1.14704 3.02881 -3.59381 -0.51 -0.30 0.28 0.000
H 1.51805 4.70061 -3.34917 0.09 0.11 0.53 0.000
H 0.57612 3.00301 -1.16568 0.51 -0.38 -0.35 0.000
```
Forces are in eV/Å.

Computed properties:
2S+1: 2
HOMO level (alpha / beta) (eV): -9.94 / -9.94
LUMO (alpha / beta) (eV): -0.702 / -7.028
M (g mol⁻¹): 505.3
Kohn-Sham gap (alpha / beta) (eV): 9.24 / 2.91
Electronic energy (a.u.): -4024.5718

=====

(4)
Formula: C9H32Ba4O9
Source: the Open Molecules 2025 dataset
Level of theory: ωB97M-V with the def2-TZVPD basis set

XYZ file:
```
54
Properties=species:S:1:pos:R:3:forces:R:3:lowdin_charge:R:1
Ba -4.67352 2.51386 -1.53214 -1.06 -1.14 0.45 1.793
Ba -0.77360 3.93515 -1.33644 3.41 -0.74 0.74 1.784
Ba -2.57392 3.04591 2.53591 1.66 -1.17 2.31 1.894
Ba -2.40513 1.81474 -4.68935 0.75 -2.14 -1.23 1.879
O -0.68635 1.97122 0.94213 -2.40 1.37 -1.27 -0.621
C -0.60901 0.76158 0.19236 0.50 0.40 -0.22 -0.337
C -1.67119 0.48420 -0.90608 -0.64 -0.54 0.69 -0.334
O -2.06643 1.53553 -1.82738 -1.12 2.09 -0.78 -0.901
H -0.71139 -0.08354 0.88078 0.13 -0.16 -0.13 0.127
H 0.39247 0.69360 -0.25222 0.00 -0.09 -0.02 0.109
H -2.57084 0.09245 -0.39029 -0.19 0.40 -0.01 0.111
H -1.35640 -0.39392 -1.47589 0.43 0.13 0.04 0.100
C 2.26702 0.94384 3.18330 0.66 -1.28 0.17 -0.119
O 1.82513 2.11091 2.53381 -0.52 0.94 0.19 -0.096
H 3.17540 0.57622 2.69266 -0.08 0.01 0.10 0.073
H 2.52645 1.09769 4.23036 -0.07 0.63 -0.12 0.105
H 1.56238 0.10129 3.18658 -0.22 0.24 -0.32 0.081
H 1.18691 1.94495 1.83648 0.08 -0.51 0.06 0.005
C 4.02791 -0.86795 0.64095 -0.56 0.08 -0.34 -0.095
O 2.61450 -1.07681 0.37293 0.08 -0.03 -0.30 -0.162
H 4.65139 -1.22065 -0.18452 -0.05 -0.20 0.11 0.100
H 4.14669 0.21208 0.68784 0.20 -0.05 0.35 0.065
H 4.27813 -1.38252 1.56767 0.33 0.23 0.00 0.104
H 2.48645 -2.03221 0.34903 -0.01 0.00 0.02 0.084
C 1.59819 -0.28247 -3.05083 0.37 -0.60 0.35 -0.068
O 1.27253 0.93312 -3.76164 -0.79 0.38 0.49 -0.144
H 2.13142 -0.99667 -3.67833 -0.16 0.12 -0.22 0.120
H 2.27141 -0.05301 -2.22524 -0.09 0.28 -0.03 0.083
H 0.70646 -0.75388 -2.62612 0.00 0.01 -0.08 0.072
H 0.67306 0.70318 -4.47344 0.64 -0.35 -0.54 0.045
C -2.91793 -2.43667 -4.03218 -0.35 -0.55 -0.32 -0.023
O -2.73269 -0.99098 -3.84056 0.06 1.98 -0.36 -0.297
H -3.74256 -2.56894 -4.72864 -0.01 0.22 0.02 0.109
H -2.03654 -2.88960 -4.47902 0.14 0.10 0.21 0.110
H -3.20081 -2.88825 -3.08510 0.19 -0.02 0.03 0.103
H -2.09293 -0.80533 -3.14617 0.07 -0.79 0.17 -0.003
C -1.89345 -0.07948 4.00064 -1.26 -0.73 0.09 -0.110
O -1.83184 1.29879 4.42301 0.52 0.18 -0.55 -0.316
H -2.33340 -0.08751 2.99306 0.24 0.02 -0.12 0.040
H -0.97509 -0.66342 4.01983 0.37 0.61 -0.07 0.110
H -2.60878 -0.62412 4.62275 0.04 0.14 0.08 0.120
H -1.22877 1.33742 5.18232 -0.16 0.29 0.15 0.131
C 3.07030 2.85339 -1.00892 0.24 -0.36 -0.13 -0.052
O 2.00906 3.09691 -1.98613 -1.81 0.39 0.65 -0.265
H 3.98252 2.71304 -1.58413 0.17 0.14 0.27 0.118
H 3.14666 3.69766 -0.33103 0.03 0.22 -0.26 0.102
H 2.86594 1.96682 -0.40363 -0.11 -0.05 -0.17 0.066
H 1.94318 2.34892 -2.59662 0.35 -0.01 -0.16 0.021
C -1.99969 -3.32203 1.93269 -0.81 0.14 0.85 -0.142
O -2.80539 -4.01233 2.87025 0.35 0.07 -0.58 -0.030
H -0.93692 -3.54145 2.07444 0.05 -0.12 -0.22 0.103
H -2.34263 -3.52911 0.91379 0.30 -0.02 -0.12 0.085
H -2.17736 -2.26466 2.17819 0.22 -0.03 -0.27 0.042
H -2.85699 -4.93696 2.58829 -0.09 -0.13 0.33 0.121
```
Forces are in eV/Å.

Computed properties:
HOMO level (eV): -22.44
LUMO (eV): -20.707
M (g mol⁻¹): 833.7
Total charge: +6
Kohn-Sham gap (eV): 1.73
Electronic energy (a.u.): -1138.3789

=====

Q: electronic energy of number 1 (C9H31MnO9)?
A: -2189.2995 a.u.

=====

Q: Which value of M does entry 1 give?
A: 338.3 g mol⁻¹